Here is a single C8H9ClOS molecule at a distorted geometry from OMol25. Energies are from ωB97M-V with the def2-TZVPD basis set.

Each line ends with the Mulliken charge.
Element x y z (Å)
1 C -1.537 0.410 -0.736  -0.48
2 Cl -2.317 1.802 -0.160  -0.15
3 C -0.137 -0.889 1.314  -0.90
4 C 1.222 1.090 0.871  -0.62
5 H 4.040 1.113 -1.260  0.31
6 H -2.183 0.029 -1.564  0.39
7 C 1.828 -1.145 0.086  -0.38
8 H 0.624 1.754 1.406  0.41
9 C 2.262 1.656 0.119  -0.33
10 C 1.051 -0.301 0.812  0.90
11 H 1.282 -2.088 -0.078  0.31
12 O -1.070 -2.228 -0.969  -0.59
13 H -0.520 -0.086 2.084  0.39
14 H 0.179 -1.839 1.875  0.44
15 S -1.476 -1.259 0.232  0.40
16 C 2.825 -0.573 -0.557  -0.54
17 H 2.065 2.868 -0.070  0.21
18 H -0.583 0.415 -1.176  0.33
19 H 3.401 -1.126 -1.163  0.46
20 C 3.032 0.799 -0.791  -0.55

Properties
Max |F|: 4.7 eV/Å
Molar mass: 188.68 u
LUMO level: 0.51 eV
Gap between HOMO and LUMO: 0.356 Eh
Energy relative to the best compared isomer or geometry (same formula, charge and spin): 2.814 eV
Charge: 0